Entry 1:
82
Properties=species:S:1:pos:R:3:mulliken_charge:R:1 method="wB97M-V/def2-TZVPD" charge=+1
Ti -0.27 0.00 -0.36 0.3928
O 1.86 5.59 -4.29 -0.4872
C 1.78 4.51 -3.48 0.7815
O 2.55 3.61 -3.58 -0.4810
C 0.69 4.50 -2.47 0.5460
C 0.15 5.53 -1.74 -0.8757
N -0.65 4.96 -0.81 -0.1592
N -0.66 3.63 -0.87 -0.0039
C 0.16 3.34 -1.85 0.3843
C 0.37 1.96 -2.34 -0.4173
O 0.19 1.68 -3.49 -0.5515
O 0.76 1.00 -1.44 0.1910
H 1.11 6.18 -4.15 0.3175
H 0.29 6.60 -1.79 0.4794
H -1.20 5.43 -0.11 0.1700
C -1.35 -1.09 3.55 -0.8323
Si 0.23 -0.14 3.58 0.7699
C 1.70 -1.28 3.73 -1.0966
C 0.21 1.08 4.99 -1.3085
As 0.29 1.23 1.64 -0.3053
Si 2.62 1.69 1.44 0.4584
C 2.84 3.30 0.55 -0.9920
C 3.21 1.86 3.19 -1.1199
C 3.60 0.38 0.57 -0.7672
H -1.31 -1.92 4.25 0.3975
H -1.56 -1.50 2.56 -0.0085
H -2.19 -0.45 3.83 0.2830
H 2.12 -1.18 4.73 0.4357
H 2.50 -1.06 3.01 0.2304
H 1.39 -2.31 3.57 0.3413
H -0.30 0.64 5.85 0.4011
H -0.32 1.99 4.71 0.3400
H 1.22 1.35 5.29 0.3489
H 2.07 4.03 0.84 0.2333
H 2.81 3.18 -0.53 0.1422
H 3.82 3.71 0.81 0.4924
H 2.60 2.58 3.74 0.2729
H 4.24 2.23 3.18 0.4395
H 3.20 0.92 3.73 0.3230
H 3.33 0.28 -0.48 0.0093
H 3.52 -0.61 1.04 0.2286
H 4.65 0.69 0.63 0.4891
C 2.17 -2.57 -2.80 -1.0442
C 0.76 -2.44 -3.31 0.5548
C 0.25 -3.67 -4.04 -1.4344
O -0.21 -2.07 -2.25 -0.1658
P -0.38 -2.71 -0.80 1.3720
S -2.06 -1.93 -0.15 -0.6461
S 1.07 -1.93 0.34 -0.3696
O -0.29 -4.25 -1.00 -0.4919
C -0.24 -5.32 0.01 0.4765
C -1.11 -5.02 1.20 -1.2753
C 1.21 -5.56 0.37 -1.1392
H 2.82 -2.75 -3.66 0.4898
H 2.28 -3.41 -2.11 0.1704
H 2.51 -1.66 -2.30 0.1035
H 0.69 -1.57 -3.97 0.3852
H 0.37 -4.57 -3.44 0.2288
H 0.83 -3.78 -4.96 0.4861
H -0.80 -3.56 -4.30 0.3397
H -0.64 -6.17 -0.53 0.2732
H -0.71 -4.20 1.80 0.1703
H -1.15 -5.91 1.83 0.4878
H -2.13 -4.77 0.91 0.3627
H 1.62 -4.72 0.93 0.1844
H 1.82 -5.71 -0.52 0.3062
H 1.29 -6.46 0.99 0.4759
N -3.76 0.81 -2.54 -0.0138
C -2.45 0.65 -2.38 -0.9442
N -2.06 0.86 -1.14 0.6096
C -3.23 1.17 -0.43 0.0901
C -3.44 1.46 0.92 -0.1504
C -4.73 1.71 1.33 -0.9324
C -5.81 1.67 0.43 -0.4913
C -5.62 1.39 -0.91 -1.2239
C -4.31 1.14 -1.31 0.9550
H -4.25 0.72 -3.41 0.2660
H -1.78 0.39 -3.19 0.5350
H -2.61 1.50 1.61 0.1994
H -4.92 1.94 2.37 0.4494
H -6.81 1.87 0.79 0.4112
H -6.44 1.36 -1.61 0.4468

Entry 2:
71
Properties=species:S:1:pos:R:3:mulliken_charge:R:1 method="wB97M-V/def2-TZVPD" s_squared=6.01 multiplicity=5 charge=+1
Ho -0.74 2.16 1.95 0.9406
C 1.20 1.54 3.60 0.5437
C 1.80 2.22 2.51 0.7414
C 0.14 3.62 3.38 0.4939
C 0.16 2.37 4.12 -0.0743
C 1.15 3.48 2.31 0.2692
C 1.55 0.16 4.05 -1.0746
H 1.94 -0.45 3.21 0.0561
H 0.67 -0.38 4.41 0.3246
H 2.32 0.11 4.85 0.2529
C -0.89 1.83 5.02 -1.1172
H -0.57 0.87 5.45 0.4020
H -1.85 1.60 4.51 0.2555
H -1.12 2.51 5.85 0.3553
C -1.11 4.41 3.21 -1.2465
H -1.36 4.86 4.19 0.4103
H -2.04 3.82 2.91 0.3591
H -0.99 5.20 2.46 0.3515
C 1.23 4.22 1.03 -1.2552
H 1.78 5.16 1.17 0.3397
H 0.24 4.48 0.60 0.4409
H 1.75 3.64 0.25 0.3472
C 2.92 1.67 1.69 -1.3161
H 3.83 2.29 1.70 0.3809
H 2.63 1.52 0.63 0.0329
H 3.23 0.68 2.05 0.4935
C -0.68 -2.14 1.06 -1.0526
C 0.60 -2.35 1.44 -0.6991
C 1.83 -1.87 0.75 0.0707
C 1.71 -1.33 -0.71 0.1023
C 0.98 -0.10 -1.04 0.4676
C -0.34 0.18 -1.23 -1.4409
C -1.56 -0.58 -0.81 0.5101
C -1.20 -2.00 -0.33 0.6360
H 2.57 -2.70 0.67 0.4663
H 1.45 -2.18 -1.37 -1.5111
H 2.31 -1.07 1.36 -0.5423
H -0.37 -2.38 -1.06 -1.0889
H -1.43 -1.99 1.84 0.5064
H 0.78 -2.71 2.46 0.5430
H -2.11 -2.62 -0.44 0.5983
H -2.20 -0.03 -0.07 -0.4521
H -0.56 1.19 -1.64 0.5939
H -2.21 -0.71 -1.71 0.1681
H 2.76 -1.11 -0.99 0.7456
H 1.62 0.78 -1.19 0.7278
P -0.27 -3.09 -2.65 0.8517
C -1.14 -4.63 -2.28 -1.2940
C 1.43 -3.42 -3.25 -1.2988
P -0.64 -0.15 -3.81 0.6604
C -1.21 -1.97 -3.74 -1.4451
C 0.88 -0.44 -4.81 -1.2983
C -1.77 0.37 -5.17 -1.2671
H -2.20 -4.41 -2.08 0.3981
H -0.72 -5.08 -1.36 0.3734
H -1.05 -5.35 -3.10 0.4003
H 1.42 -4.15 -4.08 0.3914
H 2.05 -3.86 -2.45 0.4155
H 1.96 -2.52 -3.58 0.2689
H -1.70 -0.32 -6.03 0.3827
H -1.53 1.38 -5.51 0.4090
H -2.80 0.36 -4.80 0.3790
H -2.26 -1.90 -3.43 0.5776
H -1.19 -2.37 -4.77 0.7092
H 1.20 0.50 -5.28 0.4681
H 0.71 -1.17 -5.61 0.3864
H 1.71 -0.77 -4.18 0.2414
F -4.07 2.02 1.00 -0.3115
C -3.25 1.39 1.92 0.0125
F -3.82 1.72 3.15 -0.2458
F -3.56 0.03 1.79 -0.2215

Entry 3:
83
Properties=species:S:1:pos:R:3:mulliken_charge:R:1 method="wB97M-V/def2-TZVPD" s_squared=2.01 multiplicity=3
O -1.35 -0.98 2.63 -0.4383
S -1.42 0.14 1.73 0.4829
O -1.54 -0.62 0.27 -0.2366
S -1.57 0.47 -1.01 -0.0104
O -2.94 0.70 1.90 -0.1554
C -3.06 2.13 1.81 -0.7314
C -4.14 2.50 0.82 -0.9636
C -5.54 2.06 1.23 1.1027
F -6.32 3.18 1.29 -0.3676
F -5.57 1.51 2.47 -0.2875
C -6.28 1.14 0.23 0.3869
F -7.62 1.19 0.46 -0.2936
F -6.07 1.64 -1.01 -0.2991
C -5.85 -0.35 0.17 0.5650
F -6.57 -0.90 -0.83 -0.3177
F -4.54 -0.42 -0.17 -0.1352
C -6.09 -1.21 1.46 0.6177
F -6.37 -2.47 1.07 -0.2706
F -5.00 -1.23 2.22 -0.1608
F -7.12 -0.74 2.16 -0.2506
H -2.52 -0.10 -1.76 0.1325
H -2.12 2.59 1.52 0.5784
H -3.31 2.52 2.78 0.3479
H -4.15 3.59 0.78 0.4419
H -3.87 2.17 -0.17 0.2415
C 2.99 2.38 -4.17 -1.9128
C 1.56 2.90 -3.93 2.0531
C 1.05 3.64 -5.17 -1.3094
C 1.68 5.02 -5.36 -0.5097
C 1.55 5.86 -4.09 -1.2297
C 2.10 5.15 -2.85 1.5998
N 1.51 3.78 -2.73 0.4610
O 0.32 3.84 -2.24 -0.5822
C 3.63 5.09 -2.91 -1.6894
C 1.76 5.96 -1.60 -1.8888
C 0.69 1.68 -3.69 -1.9519
H 3.55 2.30 -3.24 0.3312
H 2.96 1.38 -4.60 0.5009
H 3.56 2.99 -4.86 0.3509
H -0.03 3.76 -5.10 0.3920
H 1.24 3.02 -6.05 0.3604
H 2.73 4.93 -5.65 0.3036
H 1.18 5.54 -6.18 0.3867
H 2.07 6.81 -4.21 0.3891
H 0.49 6.10 -3.93 0.3717
H 4.03 4.49 -2.09 0.3722
H 4.04 6.10 -2.82 0.4431
H 4.02 4.69 -3.85 0.2991
H 0.70 6.15 -1.51 0.3594
H 2.27 6.92 -1.65 0.4243
H 2.10 5.44 -0.70 0.4460
H 1.00 1.15 -2.79 0.5156
H 0.77 0.99 -4.53 0.4362
H -0.37 1.94 -3.58 0.2852
C 0.14 -3.62 3.11 -1.9751
C 0.92 -4.48 2.10 2.1871
C 0.68 -5.97 2.36 -1.3789
C 1.41 -6.50 3.59 -0.4560
C 2.90 -6.16 3.53 -1.2897
C 3.16 -4.67 3.32 1.6294
N 2.38 -4.17 2.15 0.4127
O 2.97 -4.50 1.04 -0.6164
C 2.81 -3.88 4.59 -1.6984
C 4.65 -4.44 3.08 -1.8320
C 0.37 -4.13 0.72 -1.9693
H 0.64 -2.66 3.28 0.3631
H -0.85 -3.39 2.74 0.5495
H 0.00 -4.11 4.07 0.2594
H 1.00 -6.55 1.49 0.4108
H -0.39 -6.13 2.47 0.3460
H 0.97 -6.10 4.51 0.2966
H 1.29 -7.59 3.65 0.3952
H 3.40 -6.48 4.45 0.3902
H 3.36 -6.73 2.72 0.3713
H 2.89 -2.81 4.42 0.3536
H 3.51 -4.14 5.38 0.4586
H 1.82 -4.09 4.98 0.2951
H 5.03 -5.03 2.25 0.3776
H 5.20 -4.72 3.97 0.4172
H 4.85 -3.38 2.87 0.4415
H 0.56 -3.08 0.48 0.4253
H -0.70 -4.29 0.72 0.4610
H 0.80 -4.74 -0.07 0.3883

Entry 4:
79
Properties=species:S:1:pos:R:3:mulliken_charge:R:1 method="wB97M-V/def2-TZVPD" s_squared=6.02 multiplicity=5
C -2.06 -2.25 -4.13 -1.7891
C -1.14 -2.72 -3.09 1.8590
H -1.55 -2.36 -5.10 0.3787
H -2.26 -1.21 -3.89 0.3522
H -2.97 -2.79 -4.03 0.3623
C -0.68 -4.05 -3.15 -0.8296
C -0.60 -4.96 -4.33 -1.4907
H -0.57 -4.64 -2.24 0.4623
H -0.26 -4.58 -5.32 0.2828
H -1.66 -5.26 -4.41 0.3177
H -0.03 -5.88 -4.09 0.3751
Rh -0.48 1.61 1.45 -0.0886
Cl -2.88 2.18 1.98 -0.6041
Cl 1.00 2.70 -0.01 -0.5317
H 1.39 5.57 4.01 0.3093
H -1.56 6.76 2.53 0.3330
C 1.33 5.78 2.92 -0.8885
C -0.78 6.46 1.81 -0.8477
N 0.04 5.40 2.40 0.2805
H 2.16 5.27 2.39 0.2301
C -0.50 4.19 2.67 0.0038
O 0.10 3.21 3.18 -0.6791
H -1.27 6.11 0.89 0.2586
H -1.54 4.15 2.37 0.4291
H 1.43 6.87 2.76 0.3619
H -0.11 7.31 1.59 0.3089
H 1.88 -0.36 -2.88 0.0659
H 2.74 -3.28 -1.92 0.2524
C 2.87 -0.37 -2.39 -0.6142
C 3.46 -2.59 -1.45 -1.0741
N 2.89 -1.27 -1.25 0.4201
H 3.11 0.66 -2.05 0.1393
C 2.87 -0.75 0.01 0.1557
O 2.79 0.43 0.30 -0.5368
H 3.73 -3.01 -0.47 0.3573
H 2.93 -1.56 0.78 0.1683
H 3.63 -0.72 -3.12 0.2733
H 4.35 -2.53 -2.10 0.3780
O -0.38 -1.48 -2.58 -0.4953
C -1.27 -2.09 -1.70 0.0404
C 0.35 -3.49 -0.16 0.6480
C -0.80 -2.78 -0.48 -0.5552
H 1.25 -3.49 -0.75 0.4871
C 0.39 -4.24 1.04 -0.7963
H -2.19 -1.47 -1.67 0.3709
C -1.84 -2.77 0.49 -0.9093
H 1.27 -4.85 1.31 0.3257
C -0.70 -4.33 1.91 -0.8242
C -1.81 -3.54 1.63 -0.3711
H -2.70 -2.11 0.33 0.4541
H -0.74 -5.06 2.73 0.4981
H -2.70 -3.61 2.24 0.3918
Si 0.04 2.36 -2.88 0.7591
Cl -1.06 -0.51 0.98 0.3221
C 1.67 3.02 -3.42 -0.9188
C -0.88 3.88 -2.08 -1.1326
C -1.18 1.48 -4.02 -0.8643
H 2.50 2.39 -3.09 0.2501
H 1.86 4.04 -3.01 0.2966
H 1.65 3.09 -4.53 0.4031
H -0.74 0.57 -4.47 0.2183
H -1.46 2.20 -4.81 0.5330
H -2.08 1.17 -3.46 0.2631
H -1.46 3.57 -1.20 0.2335
H -1.56 4.34 -2.82 0.4792
H -0.16 4.65 -1.74 0.2754
C 0.33 -2.27 4.60 -0.8200
N -0.34 -1.01 4.93 0.2429
C -1.03 -0.65 6.09 -0.3438
C -1.59 0.58 5.84 -0.5892
N -1.27 0.92 4.54 0.4092
C -0.46 -0.03 3.99 0.3476
S 0.71 0.09 2.72 -0.5743
H -0.36 -2.97 4.10 0.2950
H 1.15 -2.05 3.89 0.2289
H 0.72 -2.72 5.52 0.3493
H -1.07 -1.28 6.95 0.4403
H -2.20 1.23 6.41 0.4519
H -1.66 1.71 4.02 0.0382

Entry 5:
82
Properties=species:S:1:pos:R:3:mulliken_charge:R:1 method="wB97M-V/def2-TZVPD" smiles="CP(O)c1cc2c(c([PH2]=S)c1CCCCl)C(=O)NC2=O.CN(C)C=O.CN(C)C=O.CN(C)C=O.CN(C)C=O"
C 2.80 4.45 0.20 -0.9561
P 2.81 2.82 -0.76 -0.0209
O 3.13 3.10 -2.40 -0.4707
C 1.08 2.15 -0.54 0.5357
C 0.13 2.47 -1.63 -0.4323
C -1.22 1.96 -1.56 -0.3041
C -1.58 1.16 -0.40 0.1255
C -0.68 0.83 0.72 0.0713
P -1.40 -0.24 2.07 0.2468
S -0.67 0.03 3.85 -0.3576
C 0.68 1.34 0.64 0.0808
C 1.73 1.03 1.74 -0.7829
C 2.06 -0.52 1.70 -0.5934
C 3.60 -0.76 2.01 -0.3322
Cl 3.68 -1.60 3.64 -0.2698
C -3.05 0.75 -0.64 0.2937
O -3.87 0.18 0.05 -0.5597
N -3.34 1.14 -1.98 -0.0966
C -2.41 2.07 -2.55 0.0426
O -2.51 2.73 -3.54 -0.5437
H 2.11 4.27 1.07 0.3407
H 2.46 5.28 -0.47 0.3911
H 3.80 4.64 0.66 0.3408
H 4.10 3.03 -2.45 0.3635
H 0.45 3.06 -2.51 0.4619
H -1.38 -1.60 1.62 0.1021
H -2.79 0.11 2.12 0.1227
H 2.69 1.57 1.51 0.2719
H 1.43 1.40 2.76 0.2970
H 1.39 -1.14 2.35 0.3706
H 1.92 -0.84 0.63 0.3551
H 4.04 -1.44 1.24 0.3158
H 4.19 0.18 2.07 0.2898
H -4.33 1.36 -2.13 0.3015
C -3.34 -5.28 -0.73 0.1059
O -3.82 -6.39 -0.66 -0.5933
N -3.98 -4.17 -1.18 0.1915
C -3.33 -2.88 -1.24 -0.9534
C -5.36 -4.29 -1.62 -1.0364
H -2.30 -5.08 -0.42 0.2573
H -3.89 -2.17 -0.61 0.4262
H -3.34 -2.53 -2.27 0.3137
H -2.30 -2.94 -0.88 0.2779
H -5.97 -4.66 -0.79 0.3004
H -5.42 -5.01 -2.43 0.2856
H -5.74 -3.33 -1.95 0.3886
C 3.55 6.85 3.02 0.0752
O 3.07 5.73 3.07 -0.5572
N 2.89 7.95 2.57 0.1326
C 3.52 9.25 2.53 -0.9286
C 1.52 7.81 2.12 -0.8247
H 4.58 7.06 3.33 0.3065
H 2.96 9.95 3.15 0.3361
H 3.53 9.61 1.50 0.3389
H 4.55 9.20 2.89 0.2917
H 0.91 7.43 2.94 0.3025
H 1.48 7.10 1.29 0.1710
H 1.13 8.78 1.79 0.3763
C 7.08 -1.87 2.76 0.1941
O 6.39 -1.72 1.77 -0.6242
N 8.23 -2.57 2.82 0.1181
C 8.99 -2.69 4.05 -0.9089
C 8.72 -3.21 1.62 -0.9389
H 6.79 -1.42 3.73 0.2461
H 9.99 -2.27 3.89 0.3301
H 9.08 -3.75 4.31 0.3368
H 8.51 -2.16 4.86 0.2984
H 8.88 -2.46 0.84 0.2866
H 7.98 -3.92 1.26 0.2918
H 9.66 -3.73 1.82 0.3708
C -7.54 -4.39 -4.71 0.1032
O -7.21 -3.75 -3.73 -0.5867
N -8.72 -5.03 -4.85 0.1251
C -9.05 -5.78 -6.05 -0.9173
C -9.69 -4.97 -3.78 -0.9371
H -6.87 -4.50 -5.58 0.3051
H -9.94 -5.35 -6.51 0.3350
H -9.23 -6.82 -5.79 0.3394
H -8.23 -5.74 -6.77 0.2909
H -9.95 -3.93 -3.59 0.2974
H -9.25 -5.39 -2.87 0.2833
H -10.59 -5.53 -4.04 0.3759

Entry 6:
72
Properties=species:S:1:pos:R:3:mulliken_charge:R:1 method="wB97M-V/def2-TZVPD" s_squared=9.36 multiplicity=6 charge=+3
Dy -0.16 -0.12 0.87 0.2428
P 0.12 0.19 -2.52 0.4242
P -1.49 -2.53 0.18 0.9489
P 2.03 1.80 0.71 0.9038
H 3.01 -5.44 4.41 0.2717
C 3.25 -4.49 4.89 -0.4997
C 2.29 -3.68 5.36 -0.5227
H 1.23 -3.89 5.21 0.2789
C 0.78 0.03 -4.18 -1.2610
C -1.61 -0.34 -2.67 -0.8075
C 0.00 1.99 -2.27 -0.9109
C -1.20 -3.75 1.51 -1.2375
C -3.27 -2.79 -0.14 -1.1913
C -0.59 -3.37 -1.19 -1.1367
C 3.19 1.61 2.12 -0.9962
C 2.11 3.63 0.49 -1.2127
C 3.13 1.16 -0.65 -0.9782
H 4.31 -4.22 5.01 0.2290
H 2.57 -2.82 5.97 0.3129
H 0.22 0.66 -4.90 0.4758
H 0.72 -1.01 -4.50 0.4125
H 1.83 0.34 -4.19 0.4207
H -2.03 -0.01 -3.64 0.5416
H -2.22 0.13 -1.88 0.0527
H -1.72 -1.44 -2.61 0.3719
H -0.31 2.44 -3.23 0.5193
H 0.97 2.41 -1.99 0.2544
H -0.76 2.23 -1.51 0.1893
H -1.77 -4.68 1.31 0.4445
H -1.52 -3.31 2.47 0.3880
H -0.13 -3.97 1.57 0.3295
H -3.47 -3.81 -0.50 0.4428
H -3.64 -2.07 -0.88 0.3461
H -3.83 -2.62 0.79 0.3903
H -1.29 -3.98 -1.78 0.4042
H 0.20 -4.01 -0.78 0.4457
H -0.13 -2.61 -1.83 0.1937
H 3.98 2.37 2.06 0.5057
H 3.64 0.61 2.12 -0.0289
H 2.62 1.73 3.06 0.4093
H 2.98 4.07 1.00 0.3862
H 1.21 4.06 0.94 0.3837
H 2.14 3.93 -0.56 0.4163
H 4.10 1.68 -0.72 0.4838
H 2.62 1.27 -1.62 0.2425
H 3.33 0.09 -0.49 0.1999
C 2.08 -1.93 2.27 0.9806
C 2.80 -2.59 1.26 -0.0256
C 4.20 -2.53 1.32 -0.7355
C 4.83 -1.93 2.41 -0.3573
C 4.09 -1.40 3.47 -0.9718
C 2.71 -1.58 3.47 -0.7583
O 0.84 -1.48 2.08 -0.4434
H 0.99 -0.54 -1.60 0.2574
H 2.27 -3.05 0.44 0.3387
H 4.81 -2.92 0.50 0.4532
H 5.94 -1.85 2.44 0.4114
H 4.56 -0.84 4.29 0.4552
H 2.11 -1.43 4.38 0.6300
N -1.97 1.30 0.99 -0.3570
C -2.79 2.08 0.68 0.1255
C -3.74 3.00 0.22 0.7181
C -4.27 3.98 1.09 -0.3821
C -5.16 4.92 0.59 -0.7048
C -5.51 4.89 -0.76 -0.3425
C -5.00 3.93 -1.64 -0.7771
C -4.11 2.97 -1.15 -0.1208
H -3.99 4.00 2.14 0.4849
H -5.56 5.67 1.26 0.4327
H -6.19 5.64 -1.15 0.4318
H -5.28 3.92 -2.69 0.4210
H -3.72 2.21 -1.83 0.3566

| no. | E (eV) |
| --- | --- |
| 1 | -174470.1017 |
| 2 | -78069.2640 |
| 3 | -84894.3170 |
| 4 | -96955.2513 |
| 5 | -89286.9793 |
| 6 | -81030.7368 |